(1)
C6H4O | ωB97M-V/def2-TZVPD

Geometry as XYZ:
```
11
Properties=species:S:1:pos:R:3:forces:R:3
C 3.2503 0.5728 -0.4061 -0.06 -0.05 0.07
C 2.1397 0.0197 0.0155 -0.13 0.03 -0.01
C 0.9528 -0.3476 0.3120 -0.01 0.17 -0.10
C -0.3067 -0.5055 0.4841 0.00 0.20 -0.14
C -1.5818 -0.3131 0.3293 0.27 -0.08 -0.09
C -2.7838 -0.2539 -0.4528 -0.13 -0.08 -0.24
O -2.7055 0.0700 0.9742 0.01 -0.01 0.22
H 4.2068 0.0633 -0.4589 -0.12 -0.02 0.06
H 3.2083 1.6112 -0.7303 0.12 -0.12 0.04
H -3.3435 -1.1573 -0.6781 0.08 0.08 0.05
H -2.9421 0.6002 -1.1094 -0.02 -0.12 0.15
```
Forces are in eV/Å.

Properties
Gap between HOMO and LUMO (eV): 8.5
Max |F| (eV/Å): 0.3
Structure (SMILES): C=C=C=C=C1CO1

Mulliken analysis output, partial charges in e:
1 C -1.10
2 C -0.04
3 C 0.90
4 C -0.17
5 C 0.09
6 C -0.21
7 O -0.39
8 H 0.25
9 H 0.24
10 H 0.21
11 H 0.20

(2)
C4H25NO12 | ωB97M-V/def2-TZVPD

Geometry as XYZ:
```
42
Properties=species:S:1:pos:R:3:forces:R:3
N -0.4991 0.4386 1.4782 1.17 0.09 -0.96
C -1.0597 -0.1083 0.2143 0.66 4.16 0.94
C -2.5655 -0.0117 0.1403 -1.81 -1.71 -0.80
O -3.3665 0.6890 0.7372 1.50 -0.87 -0.42
C -0.5013 -1.4827 0.1342 -1.47 -1.78 -1.93
C 0.9803 -1.5517 -0.0943 1.60 -0.19 -0.63
O 1.6766 -2.2610 -0.8464 -1.95 0.58 0.82
O 1.5866 -0.7680 0.7476 -0.03 1.58 0.02
H -0.4148 1.4252 1.5298 -0.57 1.01 -0.55
H -0.9306 0.1906 2.3543 -0.19 -0.67 0.25
H -0.6918 0.6923 -0.5868 -0.59 -2.21 1.06
H -2.9645 -0.8161 -0.6036 0.31 1.22 0.78
H -1.1674 -2.0478 -0.5403 0.88 -0.07 -0.36
H -0.6426 -2.0094 1.0658 -0.12 0.04 0.68
H 0.8863 0.0502 1.1658 -0.35 -1.96 0.13
O 1.0200 0.9968 -2.0219 -1.07 1.16 0.00
H 0.6510 0.8211 -2.9653 2.18 -0.74 2.39
H 1.8597 0.6132 -1.7158 -0.59 -0.13 -1.27
O 0.5729 -0.3823 -4.0549 -0.36 -3.51 -0.85
H 1.2700 -0.2415 -4.6759 0.75 0.43 -0.82
H 0.5540 -1.4607 -4.0165 -0.13 2.66 0.28
O -0.7758 3.1435 2.7599 1.09 -2.72 0.40
H 0.0872 3.4278 2.5394 1.44 0.80 -0.29
H -1.3558 3.8360 2.6725 -2.05 2.66 -0.12
O 3.0182 0.6108 2.4424 -0.56 -3.48 0.00
H 2.8894 0.8429 1.5306 0.20 0.69 -0.71
H 2.8612 -0.4231 2.2772 0.82 3.04 0.99
O 3.6657 -2.6750 1.4625 -1.76 0.38 -1.61
H 3.1112 -3.2048 2.0482 0.20 -0.02 0.04
H 3.0176 -2.4713 0.6917 1.76 -0.45 1.57
O -1.1880 0.8804 4.0642 3.83 -1.10 0.60
H -2.0989 0.8330 4.1014 -2.74 0.85 -0.20
H -0.7376 1.6516 3.6722 -1.58 -0.06 0.50
O -1.9880 2.8046 0.0289 -1.98 -2.01 -2.00
H -2.8299 2.6102 0.4770 0.41 -0.23 -0.32
H -1.5928 3.4185 0.5589 1.80 2.57 1.96
O -1.7762 0.1648 -3.0268 -1.59 3.62 2.87
H -1.3439 -0.3555 -3.6255 1.86 -1.86 -2.52
H -1.2763 1.0305 -3.0038 -1.02 -1.60 -0.08
O 0.3853 -2.9121 -3.2717 1.13 -5.34 -7.21
H 0.4672 -2.4693 -2.5389 1.00 3.65 7.12
H 1.2065 -3.5194 -3.3058 -2.05 1.52 0.21
```
Forces are in eV/Å.

Properties
Gap between HOMO and LUMO (eV): 9.7
Max |F| (eV/Å): 9.0
Structure (SMILES): N[C@H](C=O)CC(=O)O.O.O.O.O.O.O.O.O.O

Mulliken analysis output, partial charges in e:
1 N -0.28
2 C 1.08
3 C -0.31
4 O -0.56
5 C -1.01
6 C 0.52
7 O -0.84
8 O -0.66
9 H 0.20
10 H 0.31
11 H 0.13
12 H 0.23
13 H 0.60
14 H 0.25
15 H 0.57
16 O -0.64
17 H 0.35
18 H 0.27
19 O -0.70
20 H 0.25
21 H 0.40
22 O -0.65
23 H 0.31
24 H 0.24
25 O -0.68
26 H 0.31
27 H 0.43
28 O -0.68
29 H 0.31
30 H 0.29
31 O -0.72
32 H 0.29
33 H 0.36
34 O -0.58
35 H 0.33
36 H 0.23
37 O -0.58
38 H 0.33
39 H 0.27
40 O -0.69
41 H 0.37
42 H 0.34

(3)
C3H7N | ωB97M-V/def2-TZVPD

Geometry as XYZ:
```
11
Properties=species:S:1:pos:R:3:forces:R:3
C -1.3488 0.3358 -0.1455 0.08 -3.24 -0.07
C -0.3913 -0.5312 0.5325 -2.54 -1.90 -1.31
C 0.9971 -0.4092 0.0878 2.51 -0.45 0.00
N 1.1998 0.9373 -0.2476 0.19 1.96 -1.12
H -1.1701 0.6981 -1.1402 0.80 0.79 0.34
H -0.5821 0.6364 0.7693 -0.08 2.94 0.99
H -2.4280 0.2459 0.0748 0.86 0.23 0.74
H -0.8096 -1.2135 1.3023 0.38 0.59 -0.34
H 1.1271 -0.9709 -0.8631 -0.31 -0.54 0.47
H 1.5970 1.0864 -1.1899 -0.27 -0.35 0.82
H 1.8089 -0.8150 0.8196 -1.63 -0.03 -0.53
```
Forces are in eV/Å.

Properties
Gap between HOMO and LUMO (eV): 5.6
Max |F| (eV/Å): 3.4

Mulliken analysis output, partial charges in e:
1 C -0.45
2 C -0.43
3 C 0.05
4 N -0.93
5 H 0.28
6 H 0.32
7 H 0.27
8 H 0.37
9 H 0.22
10 H 0.11
11 H 0.20

(4)
C33H43CuGeN5O4S | ωB97M-V/def2-TZVPD

Geometry as XYZ:
```
88
Properties=species:S:1:pos:R:3:forces:R:3
Cu 0.7009 -0.1104 1.3849 0.40 -0.17 -0.22
C -0.9808 -1.9915 3.0343 -1.27 0.81 0.09
C -1.2159 -1.1426 4.3124 0.88 -1.29 0.61
C -0.5921 0.2175 4.4440 0.32 0.17 -0.13
C -0.9889 1.0125 5.5182 -0.82 -2.05 0.42
C -0.5161 2.2464 5.6427 0.93 2.64 -0.02
C 0.4091 2.7758 4.7373 -0.12 -0.29 -0.49
C 0.7939 1.9306 3.7120 0.15 -0.06 0.83
N 0.3444 0.6594 3.6026 -0.27 0.29 -0.72
N 0.3779 -2.0522 2.4363 -1.00 -0.40 1.06
C 0.3280 -3.1838 1.4891 -0.30 -0.48 -1.55
C 0.0673 -2.8552 0.0123 -2.34 0.66 1.69
C -1.2201 -2.6727 -0.3830 1.09 -0.50 -0.57
C -1.4425 -1.8600 -1.6159 -0.60 1.88 1.37
C -0.4382 -2.0342 -2.6510 0.49 0.44 -0.65
C 0.8576 -2.0912 -1.9377 1.74 0.24 -1.33
N 1.1530 -2.4326 -0.7517 -0.01 0.00 -0.39
C 1.4622 -2.3279 3.4121 -0.45 1.02 -0.14
C 2.7528 -1.7877 2.8231 1.09 -0.32 0.68
C 3.9718 -2.1387 3.4048 0.05 0.18 0.20
C 5.1901 -1.8269 2.7956 -2.35 -0.37 0.06
C 5.0919 -1.2719 1.5542 0.90 1.08 -1.21
C 3.8702 -0.7984 1.1162 0.46 -0.21 -1.06
N 2.7378 -1.0242 1.7326 -1.63 -0.24 0.61
H -1.5875 -1.5877 2.2214 -0.10 0.10 0.23
H -1.4538 -2.9853 3.2310 0.81 0.30 0.06
H -0.8294 -1.7653 5.1792 -0.28 0.65 -0.67
H -2.2949 -1.0531 4.5393 0.47 -0.04 -0.56
H -1.6283 0.6580 6.3331 -0.11 -0.22 -0.69
H -0.9238 2.8478 6.4267 0.12 0.43 0.50
H 0.8046 3.7945 4.7780 -0.27 -0.41 0.12
H 1.5313 2.2919 2.9982 -0.13 -0.39 -0.14
H -0.4075 -3.9355 1.8089 0.08 0.21 0.06
H 1.2726 -3.6486 1.5365 1.24 -0.68 -0.13
H -2.0677 -2.9429 0.2157 -0.20 -0.06 0.34
H -1.3585 -0.8331 -1.1635 0.23 -0.51 -0.49
H -0.6321 -2.9480 -3.2105 0.10 -0.44 -0.05
H 1.6525 -1.7771 -2.6122 0.56 -0.03 0.35
H 1.5377 -3.4112 3.5022 0.24 -0.07 0.44
H 1.2744 -1.8826 4.4272 0.03 -0.31 -1.09
H 3.9713 -2.6379 4.3608 -0.05 -0.20 0.12
H 6.0732 -2.0886 3.2811 1.49 -0.38 0.47
H 5.9330 -1.0895 0.8769 -0.10 -0.11 0.56
H 3.8071 -0.3166 0.1464 -0.09 0.21 0.20
C 0.8532 -0.6656 -7.2369 0.80 0.55 -0.64
C -0.0386 -0.4567 -6.0648 0.69 2.30 -0.35
C -0.9537 0.7227 -6.0153 -0.62 -0.68 1.90
C -1.8938 0.7121 -5.0076 0.72 -1.31 -0.26
C -1.8251 -0.3385 -3.9509 -0.84 1.17 -0.98
C -0.4458 -0.8556 -3.6668 -0.40 0.10 0.91
C 0.1427 -1.1940 -4.9874 0.43 -1.40 1.00
S -3.2185 -0.8603 -3.2962 0.97 -0.31 1.12
O -2.7272 -1.9519 -2.1885 -1.75 -0.29 -0.60
O -4.3201 -1.4933 -3.9702 0.31 0.55 0.27
N -3.8715 0.4149 -2.4665 -1.13 -0.84 -0.31
C -3.1447 1.0230 -1.3745 1.85 -0.56 0.85
C -3.4258 0.3507 0.0179 0.41 -0.06 -1.21
C -2.3004 0.4518 1.0548 -0.41 -0.15 1.53
O -2.6290 0.6208 2.2578 0.70 -0.20 -1.77
O -1.1149 0.2609 0.5902 -0.84 0.02 0.45
H 0.2647 -0.8158 -8.1020 -0.66 -0.17 -1.24
H 1.4913 -1.5336 -7.1431 0.06 -0.30 0.28
H 1.5502 0.1759 -7.5062 -0.81 -0.41 0.67
H -0.9211 1.5916 -6.6638 0.13 -0.46 -0.37
H -2.7430 1.3765 -5.0144 -0.01 0.34 0.06
H 0.1097 0.0143 -3.2000 -0.18 -0.69 -0.32
H 0.7315 -2.1139 -5.0201 0.16 0.27 -0.21
H -4.8279 0.1937 -2.1885 0.03 0.02 -0.41
H -3.4969 2.0375 -1.2225 0.41 0.42 -0.65
H -2.0347 0.9448 -1.6896 -1.70 0.64 0.80
H -3.6452 -0.7017 -0.1922 0.24 -0.11 0.32
H -4.3332 0.7667 0.4280 -0.22 0.19 0.26
C -0.0086 3.2829 -1.8859 0.54 -0.79 -0.42
Ge 0.7290 2.9319 -0.0815 -0.10 0.52 0.30
C -0.6398 3.6447 1.1527 1.11 -0.34 -0.15
C 2.2917 4.1535 0.0817 -1.30 -0.01 0.89
C 1.2980 1.0210 -0.0987 -1.74 1.17 -1.00
H 0.2379 4.2607 -2.2982 0.57 -0.07 -0.06
H -1.0879 3.2742 -1.9744 -0.35 -0.46 0.28
H 0.4174 2.4343 -2.4926 -0.49 1.08 0.07
H -0.1915 4.0877 2.0451 -0.24 -0.12 -0.06
H -1.3343 2.8671 1.3764 -0.60 -0.41 0.53
H -1.1237 4.3947 0.5611 -0.38 0.62 -0.18
H 2.0643 5.2112 0.1297 -0.51 0.22 0.49
H 2.7350 4.0943 -0.8475 1.48 -0.47 -2.09
H 2.9991 3.9024 0.8474 0.38 -0.19 0.44
H 2.3269 1.0985 -0.3818 0.83 -0.33 -0.21
H 0.6663 0.7346 -1.0159 1.07 -0.15 1.25
```
Forces are in eV/Å.

Properties
Gap between HOMO and LUMO (spin up / spin down) (eV): 7.4 / 7.2
Expectation value of S²: 0.753
Max |F| (eV/Å): 3.0
Multiplicity: 2

Mulliken analysis output, partial charges in e:
1 Cu -0.37
2 C -0.61
3 C -1.51
4 C 0.86
5 C -1.38
6 C -0.29
7 C -0.92
8 C -0.70
9 N 0.57
10 N 1.67
11 C -1.38
12 C 0.26
13 C -2.25
14 C 2.94
15 C 0.34
16 C -0.84
17 N -0.36
18 C -1.62
19 C 0.32
20 C -0.81
21 C -0.53
22 C -0.82
23 C -0.23
24 N 0.51
25 H -0.01
26 H 0.35
27 H 0.47
28 H 0.55
29 H 0.44
30 H 0.40
31 H 0.45
32 H 0.62
33 H 0.49
34 H 0.65
35 H 0.32
36 H -1.41
37 H 0.47
38 H 0.41
39 H 0.63
40 H 0.45
41 H 0.45
42 H 0.51
43 H 0.39
44 H 0.32
45 C -1.57
46 C 1.11
47 C -1.23
48 C -0.91
49 C -0.23
50 C 2.20
51 C -1.43
52 S 0.94
53 O -0.66
54 O -0.80
55 N -0.34
56 C 0.12
57 C -1.22
58 C -0.17
59 O -0.73
60 O 1.62
61 H 0.37
62 H 0.38
63 H 0.29
64 H 0.37
65 H 0.49
66 H -0.32
67 H 0.24
68 H 0.33
69 H 0.66
70 H -0.37
71 H 0.19
72 H 0.62
73 C -1.41
74 Ge 1.05
75 C -1.33
76 C -1.55
77 C 0.92
78 H 0.53
79 H 0.29
80 H 0.27
81 H 0.27
82 H 0.23
83 H 0.62
84 H 0.39
85 H 0.51
86 H 0.36
87 H 0.67
88 H -1.55

(5)
C6H13O4 | ωB97M-V/def2-TZVPD

Geometry as XYZ:
```
23
Properties=species:S:1:pos:R:3:forces:R:3
O -0.0607 -2.3472 2.9358 -0.75 0.52 0.15
C -1.0049 -1.6095 3.0655 0.78 -0.88 -0.14
C -0.9849 -0.1339 2.7322 -1.05 1.36 -0.23
O 0.2117 0.3474 2.3104 0.49 -1.12 0.18
H -1.3855 0.4445 3.5922 0.23 -0.44 0.10
H -1.9860 -1.9771 3.4409 0.18 0.22 -0.08
H -1.7430 0.0433 1.9339 0.13 -0.49 0.16
C 0.3615 2.5735 1.8043 -0.15 5.21 -1.39
C 1.8457 2.6682 1.4626 0.20 0.09 0.29
O 2.1634 3.0686 0.1513 -0.05 0.22 0.03
C 1.8831 2.1227 -0.8509 -0.12 -0.25 -0.08
H 0.3265 2.5608 2.9079 -0.90 -1.01 -0.88
H -0.1910 2.1332 0.9536 -0.18 -0.67 1.37
H 2.3085 3.4107 2.1278 -0.20 -0.10 -0.22
H 2.3324 1.7012 1.6899 -0.28 0.09 -0.05
H 2.4158 2.4347 -1.7572 -0.16 -0.07 0.25
H 2.2238 1.1160 -0.5563 -0.05 0.19 -0.09
H 0.8045 2.0744 -1.0738 0.21 -0.03 -0.02
C -0.7774 4.5849 0.4740 0.16 -0.26 -0.48
O -0.3328 4.1120 1.7028 1.56 -2.39 1.31
H -1.3920 3.8263 -0.0431 -0.01 0.22 -0.07
H -1.4016 5.4724 0.6823 0.21 -0.37 -0.15
H 0.0582 4.8716 -0.1861 -0.24 -0.02 0.05
```
Forces are in eV/Å.

Properties
Gap between HOMO and LUMO (spin up / spin down) (eV): 9.9 / 6.8
Expectation value of S²: 0.755
Max |F| (eV/Å): 5.4
Multiplicity: 2

Mulliken analysis output, partial charges in e:
1 O -0.43
2 C -0.01
3 C -0.22
4 O -0.32
5 H 0.29
6 H 0.34
7 H 0.29
8 C -0.21
9 C -0.44
10 O -0.36
11 C -0.64
12 H 0.34
13 H 0.26
14 H 0.30
15 H 0.34
16 H 0.25
17 H 0.30
18 H 0.24
19 C -0.56
20 O -0.47
21 H 0.25
22 H 0.27
23 H 0.20

(6)
C3H4ClNO2S | ωB97M-V/def2-TZVPD

Geometry as XYZ:
```
12
Properties=species:S:1:pos:R:3:forces:R:3
C 0.8543 1.0478 -0.3466 0.13 -3.81 0.12
C -0.4785 -1.0567 0.4247 -1.59 1.45 -2.03
C -1.6460 -0.2349 -0.1714 0.47 -1.06 -0.75
N 0.5491 -0.9306 -0.4836 1.47 3.21 -0.63
O -0.5254 -1.7361 1.3874 -0.07 -0.88 1.26
O 2.7992 2.3428 0.7098 0.84 2.04 0.39
S 2.1510 1.0783 0.5834 -1.01 -1.57 -0.66
Cl 1.8607 -1.9322 -0.1376 0.77 -0.15 0.11
H 0.0982 1.5942 -0.8907 0.38 -0.01 -0.11
H -1.6884 -0.1135 -1.2715 0.63 -0.72 0.38
H -2.5029 -0.8316 0.0784 -0.89 0.75 0.71
H -1.4714 0.7725 0.1178 -1.12 0.77 1.23
```
Forces are in eV/Å.

Properties
Gap between HOMO and LUMO (eV): 8.8
Max |F| (eV/Å): 3.8

Mulliken analysis output, partial charges in e:
1 C -0.16
2 C 0.79
3 C -1.14
4 N -0.27
5 O -0.50
6 O -0.49
7 S 0.36
8 Cl -0.06
9 H 0.45
10 H 0.40
11 H 0.31
12 H 0.31